(1)
Formula: H3O6
Source: the OMol25 dataset
Level of theory: wB97M-V/def2-TZVPD

```
9
Properties=species:S:1:pos:R:3
O 2.54 -0.16 -0.10
O -1.08 -1.28 0.16
O -1.66 0.78 0.44
O 1.49 0.22 0.47
O -0.25 0.27 -1.16
O -1.32 -0.10 -0.55
H 3.25 0.49 -0.08
H -1.67 -1.47 0.88
H -0.95 0.79 1.12
```

Summary:
- HOMO energy (spin up / spin down): -0.6058 / -0.5890 Ha
- Total energy: -12309.634 eV
- Total charge: +1
- ΔE to the lowest compared entry with this formula, charge and spin: 56.5 kcal per mole
- Gap between HOMO and LUMO (spin up / spin down): 9.922 / 6.870 eV

---

(2)
Formula: C4H9NO
Source: the OMol25 dataset
Level of theory: wB97M-V/def2-TZVPD

```
15
Properties=species:S:1:pos:R:3
C 0.79 -0.68 -1.67
C 0.99 -1.27 -0.36
C 0.80 -0.50 0.81
C -0.41 0.25 0.88
N -0.62 0.97 2.08
O -1.29 0.32 0.01
H 1.24 -1.22 -2.51
H 0.88 0.39 -1.75
H -0.23 -1.09 -1.16
H 1.29 -2.32 -0.29
H -0.61 3.04 -5.95
H -1.23 3.39 -6.14
H 1.42 -0.55 1.70
H 0.22 1.35 2.49
H -1.33 1.68 1.96
```

Summary:
- HOMO energy: -0.2933 Ha
- SMILES string: C/C=C\C(N)=O.[H][H]
- Total energy: -7827.962 eV
- Total charge: 0
- ΔE to the lowest compared entry with this formula, charge and spin: 100.5 kcal per mole
- Gap between HOMO and LUMO: 8.230 eV

---

(3)
Formula: C96H80N16O32
Source: the OMol25 dataset
Level of theory: wB97M-V/def2-TZVPD

```
224
Properties=species:S:1:pos:R:3
C 2.01 -6.39 -1.15
C 1.27 -5.74 -0.16
C 1.34 -6.10 1.17
C 2.18 -7.18 1.52
C 2.80 -7.98 0.53
C 2.66 -7.59 -0.83
N 2.24 -7.70 2.91
O 1.69 -7.00 3.71
O 2.78 -8.74 3.15
H 1.95 -5.97 -2.14
H 0.64 -4.94 -0.48
H 0.78 -5.56 1.92
H 3.32 -8.86 0.94
H 3.13 -8.16 -1.62
C -1.78 -8.12 1.62
C -1.93 -9.33 0.95
C -2.84 -9.46 -0.11
C -3.54 -8.32 -0.48
C -3.42 -7.08 0.15
C -2.50 -7.01 1.22
N -4.45 -8.40 -1.65
O -5.06 -7.42 -2.04
O -4.51 -9.50 -2.15
H -1.14 -8.00 2.48
H -1.30 -10.17 1.27
H -2.84 -10.40 -0.64
H -4.07 -6.27 -0.15
H -2.39 -6.05 1.76
C -3.60 -2.06 -2.68
C -3.50 -2.11 -4.04
C -2.84 -3.23 -4.59
C -2.29 -4.18 -3.80
C -2.44 -4.15 -2.42
C -3.15 -3.06 -1.83
N -1.65 -5.36 -4.44
O -1.41 -6.31 -3.75
O -1.37 -5.30 -5.62
H -3.97 -1.15 -2.23
H -3.85 -1.42 -4.78
H -2.84 -3.31 -5.68
H -1.97 -4.85 -1.74
H -3.27 -2.94 -0.76
C 0.35 -0.01 6.58
C 0.35 -1.09 7.47
C 0.23 -0.76 8.82
C 0.11 0.56 9.20
C 0.22 1.62 8.32
C 0.41 1.31 6.97
N 0.01 0.80 10.76
O 0.03 1.95 11.11
O -0.07 -0.16 11.45
H 0.36 -0.22 5.51
H 0.46 -2.10 7.06
H 0.22 -1.47 9.65
H 0.26 2.67 8.62
H 0.52 2.09 6.23
C -2.28 7.56 -7.63
C -1.90 6.60 -8.53
C -1.32 5.39 -8.04
C -1.23 5.22 -6.69
C -1.75 6.14 -5.69
C -2.23 7.32 -6.25
N -0.61 3.92 -6.25
O -0.64 3.74 -5.06
O -0.15 3.18 -7.10
H -2.62 8.57 -7.92
H -2.04 6.76 -9.59
H -1.04 4.56 -8.69
H -1.59 5.96 -4.66
H -2.62 8.09 -5.56
C 0.81 -0.20 -6.55
C 0.11 -1.41 -6.48
C 0.49 -2.29 -5.48
C 1.48 -1.98 -4.54
C 2.10 -0.71 -4.59
C 1.79 0.15 -5.62
N 1.90 -2.98 -3.50
O 2.82 -2.74 -2.75
O 1.21 -3.97 -3.49
H 0.54 0.49 -7.31
H -0.70 -1.61 -7.17
H -0.11 -3.19 -5.58
H 2.81 -0.53 -3.81
H 2.33 1.08 -5.70
C 2.74 -2.77 5.29
C 1.77 -2.44 4.35
C 0.68 -3.28 4.12
C 0.58 -4.42 4.91
C 1.50 -4.71 5.90
C 2.62 -3.92 6.03
N -0.55 -5.33 4.69
O -0.86 -6.08 5.57
O -1.19 -5.20 3.67
H 3.60 -2.10 5.44
H 1.88 -1.54 3.76
H 0.02 -3.04 3.29
H 1.51 -5.63 6.45
H 3.37 -4.23 6.75
C 0.23 10.74 0.45
C -1.02 10.26 0.60
C -1.44 9.09 -0.14
C -0.55 8.57 -1.05
C 0.75 9.08 -1.30
C 1.16 10.15 -0.51
N -1.01 7.37 -1.88
O -0.12 6.77 -2.48
O -2.19 7.13 -1.89
H 0.68 11.54 1.03
H -1.68 10.68 1.36
H -2.45 8.74 -0.03
H 1.32 8.75 -2.15
H 2.16 10.54 -0.58
C 7.30 -1.18 3.14
C 6.72 -2.40 3.47
C 5.41 -2.72 3.00
C 4.81 -1.79 2.20
C 5.40 -0.56 1.82
C 6.62 -0.26 2.34
N 3.51 -2.19 1.62
O 3.06 -3.28 1.84
O 2.99 -1.35 0.94
H 8.28 -0.89 3.52
H 7.30 -3.17 3.96
H 4.88 -3.59 3.30
H 4.85 0.14 1.19
H 7.02 0.74 2.17
C -4.77 4.81 -6.21
C -4.16 3.98 -5.22
C -3.62 2.76 -5.69
C -3.62 2.47 -7.03
C -4.21 3.32 -7.97
C -4.82 4.46 -7.54
N -3.04 1.12 -7.49
O -2.94 0.94 -8.70
O -2.84 0.32 -6.62
H -5.26 5.77 -5.98
H -4.27 4.29 -4.20
H -3.18 2.10 -4.93
H -4.21 3.06 -9.04
H -5.19 5.15 -8.25
C 6.32 -3.12 -0.79
C 5.30 -4.04 -0.82
C 5.36 -5.13 0.02
C 6.50 -5.36 0.76
C 7.55 -4.45 0.79
C 7.48 -3.30 -0.01
N 6.62 -6.62 1.52
O 5.82 -7.46 1.26
O 7.52 -6.62 2.39
H 6.24 -2.32 -1.51
H 4.35 -3.96 -1.32
H 4.54 -5.84 0.09
H 8.45 -4.54 1.38
H 8.25 -2.57 -0.14
C 1.65 6.65 1.92
C 2.69 6.06 2.67
C 2.57 4.75 3.10
C 1.47 3.98 2.65
C 0.49 4.56 1.84
C 0.57 5.90 1.49
N 1.36 2.52 2.88
O 0.44 1.94 2.37
O 2.25 2.02 3.55
H 1.72 7.72 1.67
H 3.60 6.61 2.96
H 3.43 4.33 3.62
H -0.38 3.98 1.56
H -0.14 6.32 0.79
C -8.18 2.71 -0.14
C -7.48 3.88 -0.30
C -6.18 3.97 0.17
C -5.55 2.82 0.67
C -6.24 1.62 0.86
C -7.58 1.54 0.39
N -4.14 2.93 1.10
O -3.68 4.03 1.22
O -3.63 1.85 1.36
H -9.24 2.70 -0.42
H -7.84 4.77 -0.84
H -5.66 4.89 0.00
H -5.80 0.71 1.29
H -8.16 0.64 0.58
C -2.21 -0.82 3.70
C -2.51 -1.89 4.52
C -2.78 -1.61 5.88
C -2.80 -0.31 6.29
C -2.66 0.75 5.42
C -2.33 0.50 4.08
N -3.15 0.02 7.72
O -3.24 -0.89 8.51
O -3.38 1.17 7.96
H -1.94 -0.99 2.66
H -2.53 -2.91 4.13
H -2.96 -2.39 6.61
H -2.75 1.77 5.77
H -2.15 1.27 3.31
C 2.14 2.61 -1.32
C 3.20 2.52 -0.42
C 3.83 3.67 0.03
C 3.49 4.92 -0.50
C 2.44 5.02 -1.41
C 1.78 3.87 -1.81
N 4.33 6.10 -0.13
O 3.97 7.14 -0.59
O 5.31 5.92 0.55
H 1.60 1.73 -1.70
H 3.53 1.52 -0.10
H 4.64 3.63 0.74
H 2.20 6.00 -1.76
H 0.98 4.02 -2.53
C -1.28 1.97 -2.33
C -1.23 1.90 -0.94
C -0.85 0.70 -0.25
C -0.74 -0.45 -1.06
C -0.76 -0.42 -2.46
C -0.93 0.81 -3.09
N -0.44 -1.71 -0.38
O -0.70 -1.75 0.79
O -0.02 -2.65 -1.05
H -1.45 2.89 -2.89
H -1.38 2.82 -0.35
H -0.77 0.69 0.83
H -0.63 -1.34 -3.01
H -0.93 0.92 -4.16
```

Summary:
- HOMO energy: -0.3420 Ha
- Total energy: -190167.006 eV
- Total charge: 0
- ΔE to the lowest compared entry with this formula, charge and spin: 0.0 kcal per mole
- Gap between HOMO and LUMO: 8.038 eV

---

(4)
Formula: CH3NO2
Source: the OMol25 dataset
Level of theory: wB97M-V/def2-TZVPD

```
7
Properties=species:S:1:pos:R:3
C 0.20 -0.45 -0.44
N -0.22 0.58 0.62
O -1.10 0.29 1.39
O 0.22 1.70 0.46
H 0.36 -1.35 0.15
H 1.05 -0.04 -0.98
H -0.52 -0.72 -1.21
```

Summary:
- HOMO energy (spin up / spin down): -0.7118 / -0.7088 Ha
- Total energy: -6656.192 eV
- Total charge: +1
- Spin multiplicity: 2
- ΔE to the lowest compared entry with this formula, charge and spin: 105.7 kcal per mole
- ⟨S²⟩: 0.759
- Gap between HOMO and LUMO (spin up / spin down): 11.598 / 7.876 eV

---

(5)
Formula: C4H9N
Source: the OMol25 dataset
Level of theory: wB97M-V/def2-TZVPD

```
14
Properties=species:S:1:pos:R:3
C -1.81 0.25 -0.51
C -0.34 0.49 0.68
C -0.06 -0.97 0.93
N 0.91 -0.03 0.46
C 2.01 0.10 -0.47
H -2.71 0.22 0.12
H -1.76 1.19 -1.03
H -2.04 -0.50 -1.32
H -0.48 1.44 1.20
H -0.90 -1.14 0.17
H 0.22 -1.45 1.88
H 2.89 0.51 0.06
H 2.30 -0.88 -0.87
H 1.76 0.77 -1.29
```

Summary:
- HOMO energy: -0.3085 Ha
- Total energy: -5779.146 eV
- Total charge: 0
- ΔE to the lowest compared entry with this formula, charge and spin: 107.6 kcal per mole
- Gap between HOMO and LUMO: 9.539 eV

---

(6)
Formula: CH4BNO4
Source: the OMol25 dataset
Level of theory: wB97M-V/def2-TZVPD

```
11
Properties=species:S:1:pos:R:3
B -1.38 0.13 0.10
C 2.17 -0.12 -0.11
N 2.07 -0.62 -1.20
O 2.38 0.44 0.90
O -1.61 -1.02 0.83
O -2.16 0.55 -0.96
O -0.28 0.89 0.46
H 1.35 -1.21 -1.58
H 0.08 0.56 1.26
H -0.91 -1.06 1.43
H -1.70 1.45 -1.13
```

Summary:
- HOMO energy: -0.4173 Ha
- SMILES string: OB(O)O.N=C=O
- Total energy: -11462.052 eV
- Total charge: 0
- ΔE to the lowest compared entry with this formula, charge and spin: 14.7 kcal per mole
- Gap between HOMO and LUMO: 11.465 eV